This record from the Open Molecules 2025 dataset describes an isolated molecule of C3H6OS. The level of theory is the ωB97M-V functional and the def2-TZVPD basis.

Each line ends with the natural charge from an NBO analysis.
Cartesian coordinates (Å):
C -0.3612 0.0755 -1.8952  -0.75
S 0.3811 0.8879 -0.4793  0.21
C 0.0206 -0.4248 0.6202  0.41
C 0.0546 -0.0327 2.0655  -0.72
O -0.3696 -1.5069 0.2997  -0.56
H -1.4483 0.4067 -2.0657  0.22
H 0.2748 0.4128 -2.8436  0.23
H -0.4082 -0.9268 -1.6753  0.25
H -0.4423 0.8993 2.2290  0.24
H -0.5023 -0.8520 2.6337  0.25
H 1.1007 0.2008 2.2500  0.24

Results
Largest force on an atom (hartree/bohr): 0.098
HOMO-LUMO gap (eV): 10.242
SMILES: CSC(C)=O
HOMO level (eV): -9.43
LUMO energy (eV): 0.8
M (g mol⁻¹): 90.15
Energy relative to the best compared isomer or geometry (same formula, charge and spin) (eV): 0.530

This record from the Open Molecules 2025 dataset describes a cluster of 5 separate species, C35H55F6N4O17PS6 in total. The level of theory is the ωB97M-V functional and the def2-TZVPD basis.

Each line ends with the Löwdin charge.
Cartesian coordinates (Å):
N -1.5370 -1.5605 2.9357  -0.27
P -0.4843 -1.4943 1.7351  0.78
C 0.0296 0.2398 1.1974  -0.39
C 1.3390 0.5131 0.3319  -0.15
O 1.5799 1.7277 0.0521  0.10
C 2.4233 -0.5302 -0.1972  -0.21
F 2.4283 -0.4140 -1.6392  0.06
F 2.1807 -1.8900 0.0847  0.06
C 3.8800 -0.0028 0.2715  -0.16
F 3.7650 0.5316 1.6025  0.07
F 4.3535 1.0615 -0.6061  0.08
C 5.0314 -1.1299 0.2612  -0.18
F 4.8161 -2.2089 1.1502  0.08
F 6.2444 -0.4792 0.7242  0.05
C 5.3637 -1.5868 -1.2576  -0.29
O 4.6858 -2.4311 -1.8737  0.10
O 6.4636 -0.9265 -1.8921  0.08
N 0.2911 0.9098 2.5371  0.03
C -0.7559 1.9138 2.9405  -0.29
O -1.2290 2.1502 4.0686  0.09
C -1.1217 2.5396 1.4928  -0.12
C -2.2788 3.6404 1.3787  -0.11
O -1.8903 4.6540 0.3795  -0.14
C -1.8543 4.0239 -0.9114  -0.21
C -3.2263 3.6292 -1.5580  -0.01
C -3.3008 2.9049 -2.9223  -0.06
C -1.9298 2.5874 -3.6183  -0.06
C -0.5578 3.0231 -2.9892  -0.06
C -0.4705 3.7642 -1.6018  0.00
C -1.2261 1.1669 0.6814  -0.19
C -2.6542 0.4599 0.4695  -0.15
C -3.6322 0.5178 1.7490  -0.24
C -4.6986 -0.7089 1.5827  -0.44
S -6.4133 0.0608 1.3723  0.80
C -7.5522 -1.1970 0.6655  -0.97
S -7.3097 -2.8220 1.0838  0.63
N -8.6711 -0.8621 -0.2436  -0.19
C -8.9017 -1.7160 -1.4007  -0.06
C -10.1520 -1.1074 -2.1338  -0.09
N -10.4987 0.0387 -1.3176  -0.04
C -9.6629 0.2068 -0.1758  -0.10
H -1.1199 -2.0500 3.7395  -0.02
H 0.7222 -2.1500 2.2121  0.03
H -0.9473 -2.1826 0.5539  0.02
H 6.3056 -0.8791 -2.8621  0.14
H 1.2482 1.2837 2.6031  0.13
H -0.1734 3.1768 1.2980  0.16
H -3.3123 3.2370 1.1179  0.11
H -2.3112 4.2196 2.3779  0.15
H -4.1744 3.8903 -0.9623  0.11
H -4.3160 2.6081 -3.3479  0.08
H -1.9685 2.0235 -4.6055  0.08
H 0.4374 2.7908 -3.5139  0.09
H 0.5230 4.0759 -1.1222  0.11
H -0.9059 1.3555 -0.4174  0.13
H -3.1863 1.0696 -0.3606  0.12
H -2.5636 -0.6061 0.0264  0.10
H -4.2950 1.4687 1.7728  0.07
H -3.0924 0.4948 2.7555  0.09
H -4.5131 -1.2848 0.6097  0.08
H -4.7439 -1.3707 2.5116  0.08
H -8.2888 -2.6401 -1.6900  0.10
H -10.6168 -1.5225 -3.0841  0.09
H -9.7069 1.0057 0.6479  0.13
C 6.5674 2.8989 1.1448  -0.07
C 5.3406 3.5419 1.7513  -0.27
O 5.6494 4.7936 2.3625  -0.26
S 5.8392 6.0899 1.4129  0.60
C 5.7688 7.3113 2.6932  -0.12
O 4.6758 6.2300 0.5759  -0.28
O 7.1703 6.0740 0.8680  -0.28
H 6.9256 3.4710 0.2861  0.08
H 6.3422 1.8863 0.8065  0.05
H 7.3856 2.8580 1.8680  0.09
H 4.5468 3.6576 1.0072  0.11
H 4.9532 2.8914 2.5392  0.12
H 4.7804 7.2862 3.1506  0.07
H 5.9467 8.2854 2.2373  0.08
H 6.5437 7.0965 3.4283  0.07
C 5.6341 -4.7949 0.0158  -0.07
C 4.8970 -6.0839 -0.2935  -0.26
O 5.8006 -7.1504 -0.5779  -0.26
S 6.5391 -7.8859 0.6598  0.60
C 7.1321 -9.2900 -0.2416  -0.12
O 5.5431 -8.3279 1.6015  -0.28
O 7.6677 -7.0912 1.0640  -0.28
H 6.1784 -4.8709 0.9600  0.08
H 4.9362 -3.9646 0.0944  0.04
H 6.3675 -4.5718 -0.7633  0.09
H 4.2191 -6.3568 0.5208  0.10
H 4.2856 -5.9409 -1.1879  0.13
H 6.2791 -9.8636 -0.6022  0.07
H 7.7315 -9.8959 0.4380  0.08
H 7.7464 -8.9423 -1.0715  0.08
C -4.1507 7.4301 -5.9449  -0.07
C -5.1938 6.7955 -5.0444  -0.27
O -6.1887 6.1049 -5.8002  -0.26
S -5.8306 4.6437 -6.3932  0.60
C -7.4834 4.1656 -6.8119  -0.12
O -5.3651 3.8051 -5.3186  -0.30
O -5.0801 4.8075 -7.6092  -0.28
H -3.5485 6.6685 -6.4450  0.07
H -3.4780 8.0668 -5.3657  0.08
H -4.6258 8.0303 -6.7247  0.08
H -4.7304 6.1284 -4.3115  0.11
H -5.7098 7.5798 -4.4855  0.12
H -8.0732 4.0981 -5.8984  0.08
H -7.4372 3.1926 -7.3014  0.08
H -7.9027 4.9058 -7.4924  0.08
C 0.7744 -6.5722 6.1821  -0.07
C 1.2732 -5.4777 5.2575  -0.27
O 1.5551 -5.9821 3.9526  -0.26
S 0.3186 -6.2514 2.9448  0.60
C 1.2771 -6.4299 1.4662  -0.12
O -0.4709 -5.0505 2.8421  -0.30
O -0.2710 -7.5236 3.2633  -0.27
H -0.2109 -6.9279 5.8732  0.07
H 0.6949 -6.2036 7.2074  0.08
H 1.4489 -7.4316 6.1638  0.09
H 0.5623 -4.6477 5.2076  0.11
H 2.2104 -5.0764 5.6500  0.12
H 1.7753 -5.4845 1.2524  0.06
H 0.5965 -6.6874 0.6545  0.08
H 2.0038 -7.2289 1.6114  0.07

Results
Largest force on an atom (hartree/bohr): 0.141
HOMO-LUMO gap (eV): 6.883
SMILES: N=[PH2][C@]1(C(=O)C(F)(F)C(F)(F)C(F)(F)C(=O)O)NC(=O)[C@H](COc2ccccc2)[C@@H]1CCCSC(=S)n1ccnc1.CCOS(C)(=O)=O.CCOS(C)(=O)=O.CCOS(C)(=O)=O.CCOS(C)(=O)=O
HOMO level (eV): -8.49
LUMO energy (eV): -1.6
M (g mol⁻¹): 1141.20